Entry 1:
Entry from the OMol25 dataset: a cluster of 6 separate species, C37H32F40N4O5S in total (wB97M-V/def2-TZVPD).

Atoms and positions in Å:
C: -1.1367 -3.6170 7.8994
C: -1.7840 -2.9334 6.6383
C: -0.9718 -2.7239 5.3998
N: -1.3954 -2.1480 4.2432
C: -2.7116 -1.7323 4.3975
C: -3.3462 -1.0212 3.2235
N: -2.5844 -0.7928 1.9715
C: -2.5338 -1.8987 1.4174
S: -2.2955 -3.3418 0.7306
C: -4.7256 -0.5428 3.2489
C: -5.5864 -0.7663 4.4638
C: -7.0821 -0.3327 4.5898
C: -7.9739 -1.3336 5.4483
N: -9.2462 -1.6731 4.7090
C: -4.9713 -1.4303 5.6079
C: -3.5467 -1.9185 5.5952
N: -3.0836 -2.5505 6.7464
H: -1.9958 -3.8908 8.5827
H: -0.5568 -4.5412 7.6530
H: -0.5396 -2.8491 8.4697
H: 0.0968 -3.0800 5.4244
H: -5.1775 -0.0139 2.3719
H: -7.5473 -0.3077 3.5593
H: -7.2067 0.7014 5.0094
H: -7.4680 -2.3095 5.6742
H: -8.2205 -0.8696 6.4496
H: -9.9722 -1.7179 5.4383
H: -9.1377 -2.6564 4.4274
H: -5.5815 -1.6072 6.5261
F: 2.9352 -1.3925 -0.0616
C: 2.3672 -0.6200 0.8837
F: 3.0822 0.5372 0.9133
C: 2.3757 -1.2784 2.2631
F: 3.6442 -1.4590 2.7069
F: 1.7951 -0.4053 3.1346
C: 1.6063 -2.6084 2.3858
O: 2.3748 -3.8119 2.3054
C: 2.6638 -4.3192 1.0337
F: 1.9421 -3.6686 0.1028
F: 2.2210 -5.5961 1.0271
C: 4.1652 -4.3121 0.7324
F: 4.6783 -3.0646 0.8068
F: 4.4049 -4.7619 -0.5214
H: 1.3490 -0.3755 0.5685
H: 1.1989 -2.6256 3.3977
H: 0.7288 -2.6423 1.7367
H: 4.7081 -4.9449 1.4383
F: 4.5850 4.9674 -2.3130
C: 3.6462 4.0134 -2.4549
F: 3.1848 4.1141 -3.7286
C: 2.4915 4.1763 -1.4660
F: 1.8214 5.3319 -1.6889
F: 1.5981 3.1723 -1.7091
C: 2.8623 4.0903 0.0279
O: 3.0397 5.3250 0.7253
C: 4.2929 5.9443 0.6494
F: 5.1871 5.1060 0.0937
F: 4.6976 6.1329 1.9247
C: 4.2323 7.3019 -0.0583
F: 3.7551 7.1841 -1.3148
F: 5.4694 7.8432 -0.1548
H: 4.1223 3.0349 -2.3475
H: 2.0035 3.6320 0.5226
H: 3.6865 3.3984 0.2117
H: 3.5880 7.9959 0.4859
F: 10.1701 -2.5778 4.4129
C: 9.2185 -1.6571 4.6604
F: 9.4390 -1.2060 5.9210
C: 7.8054 -2.2309 4.5482
F: 7.5928 -3.1821 5.4870
F: 6.9318 -1.2220 4.8319
C: 7.4051 -2.7903 3.1683
O: 7.5068 -4.2058 2.9875
C: 8.7523 -4.7305 2.6234
F: 9.5895 -3.7337 2.2842
F: 8.5439 -5.4463 1.4953
C: 9.3346 -5.6551 3.6978
F: 9.4878 -5.0125 4.8734
F: 10.5587 -6.1006 3.3287
H: 9.3583 -0.8164 3.9750
H: 6.3364 -2.5897 3.0630
H: 7.8695 -2.2424 2.3462
H: 8.6840 -6.5166 3.8639
F: -3.4617 5.5542 -3.3516
C: -2.4981 6.4568 -3.6186
F: -3.1252 7.5492 -4.1249
C: -1.4656 5.9337 -4.6180
F: -2.0343 5.6968 -5.8225
F: -0.5551 6.9299 -4.8225
C: -0.6700 4.6863 -4.1843
O: -1.1212 3.4232 -4.6791
C: -2.1444 2.7755 -3.9793
F: -2.3562 3.3943 -2.8018
F: -1.6751 1.5429 -3.6778
C: -3.4215 2.6316 -4.8124
F: -3.8922 3.8314 -5.2114
F: -4.4096 2.0477 -4.0893
H: -2.0231 6.7498 -2.6781
H: 0.3240 4.7982 -4.6225
H: -0.4937 4.6599 -3.1073
H: -3.2424 2.0274 -5.7028
F: -4.8955 0.4327 -6.8454
C: -4.0289 -0.5974 -6.9194
F: -2.7872 -0.0607 -6.7911
C: -4.1455 -1.3638 -8.2371
F: -3.8113 -0.5782 -9.2859
F: -3.2198 -2.3663 -8.2082
C: -5.5093 -2.0249 -8.5210
O: -6.4113 -1.3200 -9.3750
C: -7.2278 -0.3411 -8.7958
F: -7.1554 -0.4172 -7.4539
F: -8.4975 -0.6686 -9.1223
C: -6.9242 1.0634 -9.3277
F: -5.6406 1.4114 -9.1006
F: -7.6988 1.9839 -8.7074
H: -4.1953 -1.2551 -6.0619
H: -5.2862 -2.9389 -9.0751
H: -6.0011 -2.3682 -7.6086
H: -7.1063 1.1200 -10.4031

Properties
Orbital gap (eV): 8.11

=====

Entry 2:
Entry from the OMol25 dataset: a cluster of 2 separate species, C37H32NO in total (wB97M-V/def2-TZVPD).

Atoms and positions in Å:
C: 1.6969 4.4572 -0.4750
C: 1.2711 3.3910 -1.2816
C: 0.6532 2.3028 -0.6938
C: 0.5494 2.1853 0.7086
C: -0.1495 1.0646 1.3324
C: -1.4210 0.6911 0.9604
N: -2.1482 -0.2642 1.6498
C: -1.4995 -0.8421 2.8337
C: -2.3187 -1.9724 3.4405
O: -3.7125 -1.6565 3.5422
C: -4.3032 -1.2829 2.2946
C: -3.6045 -0.1070 1.6345
C: -2.1139 1.3022 -0.2250
C: -2.4499 2.6665 -0.3023
C: -3.1222 3.1637 -1.4209
C: -3.4187 2.3150 -2.4933
C: -3.1099 0.9548 -2.4155
C: -2.5051 0.4461 -1.2661
C: 1.1121 3.2094 1.5089
C: 1.5997 4.3694 0.9177
H: 2.1218 5.3462 -0.9459
H: 1.4119 3.4100 -2.3574
H: 0.2144 1.5036 -1.2930
H: 0.3350 0.5968 2.2044
H: -0.5222 -1.2616 2.5400
H: -1.3606 -0.0701 3.6215
H: -2.1526 -2.9008 2.8588
H: -1.9940 -2.1224 4.4809
H: -4.3103 -2.1242 1.5768
H: -5.3329 -0.9819 2.5372
H: -3.9207 0.8300 2.1481
H: -3.9615 -0.0698 0.6051
H: -2.1861 3.3221 0.5266
H: -3.4324 4.2107 -1.4435
H: -3.9333 2.7092 -3.3707
H: -3.3745 0.2695 -3.2213
H: -2.3114 -0.6182 -1.1595
H: 1.0719 3.0809 2.5940
H: 1.9151 5.2013 1.5488
C: 1.6164 -1.2275 -0.3342
C: 2.0816 -1.7547 0.9223
C: 2.7822 -0.9543 1.8566
C: 3.4521 -1.5381 2.9317
C: 3.4458 -2.9324 3.0947
C: 2.7072 -3.7352 2.2141
C: 2.0277 -3.1527 1.1495
C: 0.5913 -1.8324 -1.1628
C: 0.7061 -1.2676 -2.4779
C: -0.0674 -1.7312 -3.5375
C: -0.9478 -2.7963 -3.3138
C: -1.1142 -3.3194 -2.0181
C: -0.3684 -2.8305 -0.9335
C: 1.7876 -0.2928 -2.4621
C: 2.3588 -0.2741 -1.1393
C: 3.5484 0.4385 -0.9319
C: 4.0808 1.1972 -1.9790
C: 3.5140 1.1670 -3.2701
C: 2.3596 0.4179 -3.5076
H: 2.8263 0.1197 1.6954
H: 4.0203 -0.9072 3.6203
H: 4.0166 -3.3940 3.9046
H: 2.6872 -4.8240 2.3342
H: 1.5386 -3.7871 0.4155
H: 0.0526 -1.2523 -4.5090
H: -1.5192 -3.2076 -4.1463
H: -1.8401 -4.1244 -1.8485
H: -0.5247 -3.2041 0.0778
H: 4.0619 0.3814 0.0297
H: 4.9654 1.8144 -1.7965
H: 3.9782 1.7252 -4.0845
H: 1.8924 0.3534 -4.4946

Properties
Charge: +1
Orbital gap (eV): 4.13

=====

Entry 3:
Entry from the OMol25 dataset: a cluster of 2 separate species, C37H33F3N3 in total (wB97M-V/def2-TZVPD).

Atoms and positions in Å:
C: 2.1711 -1.6946 1.7326
N: 2.2454 -0.6873 0.7023
C: 1.5124 0.5595 0.7368
H: 0.4219 0.3713 0.4717
C: 1.5475 1.2668 2.0957
C: 2.7849 1.6123 2.6729
C: 2.8355 2.2449 3.9098
C: 1.6409 2.5515 4.5596
C: 1.7184 3.2463 5.8962
F: 0.6079 4.0170 6.1349
F: 1.8070 2.3334 6.9242
F: 2.8148 4.0710 5.9794
C: 0.4164 2.2122 4.0189
C: 0.3727 1.5744 2.7829
N: 2.1586 1.3003 -0.3271
C: 1.9835 2.7176 -0.5398
C: 3.2072 0.5965 -0.8582
C: 3.2581 -0.6461 -0.2170
C: 4.3710 -1.4791 -0.3656
C: 5.4149 -1.0653 -1.1956
C: 5.3622 0.1844 -1.8412
C: 4.2666 1.0310 -1.6598
H: 2.9084 -2.4842 1.5231
H: 2.3683 -1.2886 2.7357
H: 1.1735 -2.1414 1.7010
H: 3.7170 1.3804 2.1420
H: 3.7942 2.4983 4.3462
H: -0.5001 2.4547 4.5641
H: -0.5955 1.3100 2.3458
H: 2.6592 3.0514 -1.3423
H: 0.9526 2.8882 -0.8655
H: 2.1952 3.3093 0.3643
H: 4.4141 -2.4172 0.1861
H: 6.2954 -1.6970 -1.3354
H: 6.2022 0.4929 -2.4681
H: 4.2281 2.0258 -2.1023
C: -0.2575 -4.1796 -5.1148
N: -1.3079 -3.2194 -4.8660
C: -2.4449 -3.3901 -5.7465
C: -1.3542 -2.4783 -3.6872
C: -0.6136 -1.2750 -3.5382
C: -0.7006 -0.5270 -2.3798
C: -1.5068 -0.9627 -1.2956
C: -1.8057 -0.1344 -0.1472
C: -2.3463 -0.6433 1.1061
C: -3.1079 0.4004 1.7298
C: -3.9863 0.1363 2.7761
C: -4.0219 -1.1623 3.3107
C: -3.2387 -2.1755 2.7393
C: -2.4101 -1.9302 1.6405
C: -3.0150 1.5871 0.8889
C: -2.2011 1.2599 -0.2524
C: -2.1986 2.1128 -1.3512
C: -2.8960 3.3205 -1.2691
C: -3.7021 3.6287 -0.1597
C: -3.8078 2.7257 0.9108
C: -2.1618 -2.2110 -1.4311
C: -2.1452 -2.9184 -2.6092
H: 0.5471 -4.0537 -4.3847
H: -0.6519 -5.2052 -5.0535
H: 0.1258 -4.0117 -6.1272
H: -3.2219 -2.6421 -5.5604
H: -2.0806 -3.2799 -6.7749
H: -2.8794 -4.3948 -5.6501
H: -0.0109 -0.9423 -4.3877
H: -0.1335 0.4018 -2.2875
H: -4.6581 0.9257 3.1111
H: -4.6861 -1.3872 4.1465
H: -3.2784 -3.1826 3.1558
H: -1.8062 -2.7286 1.2092
H: -1.6522 1.8270 -2.2483
H: -2.8177 4.0401 -2.0831
H: -4.2889 4.5472 -0.1429
H: -4.5176 2.8582 1.7300
H: -2.7572 -2.6049 -0.6160
H: -2.7340 -3.8321 -2.6987

Properties
Charge: +1
Orbital gap (eV): 3.36

=====

Entry 4:
Entry from the OMol25 dataset: a structure of composition C37H33HgIN2O4PS (wB97M-V/def2-TZVPD).

Atoms and positions in Å:
Hg: 0.7536 0.2010 -0.2224
C: 4.5411 3.6876 -1.1809
C: 4.3761 2.2350 -0.7261
C: 4.3595 2.0660 0.7686
C: 5.5505 2.0024 1.4738
C: 5.5627 1.7770 2.8372
C: 4.3715 1.5574 3.5062
C: 3.1610 1.5948 2.8348
C: 1.8689 1.2806 3.5364
C: 0.9961 2.5075 3.8053
C: 3.1563 1.8968 1.4665
N: 1.9408 2.0066 0.8019
C: 1.5266 3.1700 0.4208
C: 0.3575 3.3220 -0.3412
C: -0.3172 4.4953 -0.7046
C: -1.4158 4.0883 -1.4432
C: -1.3500 2.6969 -1.5049
N: -0.2940 2.2253 -0.8418
H: 4.5977 3.7372 -2.2684
H: 5.4516 4.1209 -0.7642
H: 3.6944 4.2913 -0.8602
H: 5.1987 1.6336 -1.1182
H: 3.4589 1.8119 -1.1418
H: 6.4839 2.1157 0.9379
H: 6.4997 1.7400 3.3778
H: 4.3788 1.3426 4.5682
H: 2.0892 0.7771 4.4825
H: 1.3012 0.5875 2.9050
H: 1.5422 3.2583 4.3767
H: 0.1104 2.2212 4.3700
H: 0.6652 2.9424 2.8660
H: 2.0681 4.0797 0.7089
H: -0.0257 5.4953 -0.4361
H: -2.1826 4.7092 -1.8733
H: -2.0440 2.0406 -1.9962
I: 0.7149 -3.6015 0.3484
C: -1.1567 -4.2101 1.2490
C: -1.2167 -4.9915 2.3967
C: -2.4417 -5.3857 2.9193
C: -3.6078 -5.1057 2.2402
C: -3.5828 -4.3691 1.0387
C: -4.7265 -4.2100 0.2345
C: -4.6491 -3.5356 -0.9754
C: -3.4937 -2.8715 -1.3228
C: -2.3391 -2.9326 -0.5223
P: -1.2212 -1.4950 -0.7067
C: -0.8916 -1.6226 -2.5041
C: -0.7104 -0.4796 -3.2785
C: -0.3747 -0.5887 -4.6149
C: -0.1783 -1.8376 -5.1880
C: -0.3087 -2.9768 -4.4104
C: -0.6632 -2.8719 -3.0774
C: -2.5076 -0.2072 -0.4524
C: -3.5920 0.1850 -1.2446
C: -4.5195 1.0887 -0.7555
C: -4.3977 1.6277 0.5127
C: -3.3216 1.2497 1.3108
C: -2.4121 0.3388 0.8342
C: -2.3419 -3.8024 0.6094
H: -0.2999 -5.2924 2.8767
H: -2.4812 -5.9400 3.8499
H: -4.5604 -5.4648 2.6096
H: -5.6613 -4.6578 0.5518
H: -5.5060 -3.5169 -1.6428
H: -3.4437 -2.3336 -2.2603
H: -0.8243 0.4976 -2.8249
H: -0.2496 0.3037 -5.2161
H: 0.0944 -1.9220 -6.2345
H: -0.1323 -3.9525 -4.8478
H: -0.7570 -3.7592 -2.4669
H: -3.6943 -0.1935 -2.2531
H: -5.3485 1.3922 -1.3833
H: -5.1301 2.3300 0.8869
H: -3.1977 1.6781 2.2962
H: -1.5838 0.0233 1.4671
O: 2.8078 -2.7145 -0.8536
S: 2.8956 -1.2822 -0.5332
O: 4.2774 -0.8551 -0.4764
O: 2.1281 -0.4775 -1.5653
O: 2.1735 -0.9726 0.7579

Properties
Charge: -2
Expectation value of S²: 0.769
2S+1: 2
Orbital gap (spin up / spin down) (eV): 3.79 / 6.49

=====

Entry 5:
Entry from the OMol25 dataset: a structure of composition C37H33MnN4P2S5Se (wB97M-V/def2-TZVPD).

Atoms and positions in Å:
Mn: -0.1274 -0.0664 0.0541
N: -0.6343 2.7057 1.0364
P: 0.1719 1.5361 1.9888
C: 1.7582 2.3162 2.3835
C: 1.8305 3.4678 3.1750
C: 3.0413 4.1265 3.3264
C: 4.1859 3.6417 2.6946
C: 4.1192 2.5010 1.9075
C: 2.9042 1.8407 1.7484
C: -0.7778 1.5144 3.5376
C: -0.1541 1.2176 4.7515
C: -0.8936 1.1881 5.9273
C: -2.2590 1.4470 5.8966
C: -2.8910 1.7077 4.6881
C: -2.1555 1.7324 3.5081
P: -0.4851 2.2674 -0.6240
C: -1.7473 3.2777 -1.4272
C: -2.9098 3.6474 -0.7525
C: -3.8599 4.4352 -1.3925
C: -3.6593 4.8330 -2.7068
C: -2.5168 4.4336 -3.3919
C: -1.5622 3.6545 -2.7575
C: 1.0897 2.9415 -1.1904
C: 1.5372 4.1985 -0.7815
C: 2.7767 4.6592 -1.1876
C: 3.5691 3.8772 -2.0274
C: 3.1250 2.6344 -2.4517
C: 1.8866 2.1590 -2.0207
H: -0.5633 3.6805 1.3148
H: 0.9465 3.8491 3.6748
H: 3.0966 5.0178 3.9393
H: 5.1312 4.1559 2.8230
H: 5.0073 2.1251 1.4123
H: 2.8480 0.9625 1.1138
H: 0.9141 1.0311 4.7850
H: -0.4029 0.9712 6.8685
H: -2.8299 1.4476 6.8171
H: -3.9580 1.8931 4.6625
H: -2.6507 1.9326 2.5656
H: -3.0727 3.3272 0.2695
H: -4.7580 4.7323 -0.8654
H: -4.3962 5.4533 -3.2014
H: -2.3699 4.7313 -4.4220
H: -0.6716 3.3407 -3.2921
H: 0.9196 4.8230 -0.1435
H: 3.1280 5.6289 -0.8566
H: 4.5348 4.2458 -2.3509
H: 3.7303 2.0342 -3.1208
H: 1.5315 1.1920 -2.3580
C: -0.3856 0.3961 -5.8662
S: 1.1102 0.1807 -4.8729
C: 0.7192 -1.2901 -4.0013
C: -0.2533 -1.4572 -3.0842
S: -1.3976 -0.3002 -2.4551
S: -0.3217 -3.0767 -2.4490
C: 1.0808 -3.7382 -3.1668
S: 1.6814 -5.2445 -2.7843
S: 1.7748 -2.6585 -4.2796
H: -0.2214 1.2943 -6.4609
H: -1.2516 0.5295 -5.2197
H: -0.5289 -0.4523 -6.5313
C: 1.5342 -2.0214 2.6161
N: 1.6224 -3.0621 1.5971
C: 1.7921 -2.8704 0.2740
Se: 1.9727 -1.2456 -0.6404
N: 1.8423 -4.0702 -0.3109
C: 1.6769 -5.0790 0.6439
C: 1.6340 -6.4616 0.5310
C: 1.4418 -7.1664 1.7055
C: 1.3058 -6.5155 2.9439
C: 1.3513 -5.1367 3.0437
C: 1.5345 -4.4385 1.8584
H: 2.0713 -1.1452 2.2651
H: 1.9985 -2.3845 3.5305
H: 0.4952 -1.7611 2.8199
H: 1.9186 -4.2277 -1.3232
H: 1.7457 -6.9541 -0.4279
H: 1.3943 -8.2467 1.6707
H: 1.1646 -7.1058 3.8407
H: 1.2551 -4.6376 3.9994
N: -2.2180 -2.5336 0.3857
C: -1.5455 -1.6027 0.3196
H: -2.8926 -3.2706 0.3085

Properties
Charge: +1
Expectation value of S²: 8.764
2S+1: 6
Orbital gap (spin up / spin down) (eV): 7.04 / 6.64

=====

Question: Which formula does entry 3 have?
Answer: C37H33F3N3